# C4H12NO2

A structure of composition C4H12NO2 in a non-equilibrium geometry (ωB97M-V/def2-TZVPD, OMol25).

## Properties
* total charge: -1
* orbital gap: 7.25 eV
* ΔE to the lowest compared entry with this formula, charge and spin: 30.9 kcal per mole
* strongest force on any atom: 3.6 eV/Å
* E_tot: -364.80627 a.u.
* E_HOMO: -3.51 eV

Geometry (Å):
C  0.04362  0.09869  -2.33000
N  -0.14467  -0.48855  -1.01566
C  -1.54017  -0.81210  -0.81306
C  0.46099  0.32105  0.10208
C  1.12753  -0.72637  1.04763
O  1.41045  -0.11588  2.28339
H  -0.69119  0.92636  -2.42606
H  -0.17321  -0.57777  -3.16029
H  1.04394  0.48387  -2.50932
H  -1.86841  -1.46074  -1.62576
H  -2.27292  0.01346  -0.74925
H  -1.52106  -1.30108  0.16404
H  1.28881  0.90578  -0.26225
H  -0.38190  0.75257  0.62368
H  2.10372  -0.92103  0.57942
H  0.54897  -1.63677  1.21980
H  0.14182  2.10876  3.54756
H  0.60808  0.77678  2.55033
O  -0.18436  1.65296  2.77373

=====

# C15H18O

A cluster of 2 separate species, C15H18O in total in a non-equilibrium geometry (ωB97M-V/def2-TZVPD, OMol25).

## Properties
* SMILES string: CCc1ccc(O)cc1.Cc1ccccc1
* total charge: 0
* orbital gap: 9.36 eV
* ΔE to the lowest compared entry with this formula, charge and spin: 27.3 kcal per mole
* strongest force on any atom: 2.1 eV/Å
* E_tot: -657.57359 a.u.
* E_HOMO: -8.60 eV

Geometry (Å):
C  -4.41049  0.83864  -0.87442
C  -3.13080  1.56443  -0.37253
C  -2.24566  0.83655  0.59840
C  -1.93758  1.27577  1.86036
C  -1.26950  0.45603  2.78616
C  -0.58578  -0.63068  2.30235
O  -0.04387  -1.63985  3.09662
C  -0.76306  -1.00997  0.95414
C  -1.72254  -0.41938  0.16974
H  -4.60194  -0.03851  -0.28103
H  -4.24708  0.55339  -1.91395
H  -5.24195  1.53617  -0.86740
H  -2.52508  1.89951  -1.21239
H  -3.49234  2.49351  0.08309
H  -2.27405  2.24509  2.17012
H  -1.23210  0.77770  3.82067
H  0.67965  -1.27306  3.62162
H  -0.04565  -1.69778  0.52064
H  -1.99163  -0.67373  -0.84426
C  1.29106  0.98878  -1.81056
C  2.48090  0.13243  -1.42910
C  3.12395  0.35311  -0.21736
C  3.86863  -0.66443  0.37694
C  4.01800  -1.87549  -0.25541
C  3.40962  -2.09644  -1.49416
C  2.60909  -1.10957  -2.03863
H  1.25949  1.24135  -2.88072
H  1.32180  1.99518  -1.39434
H  0.42652  0.37006  -1.58808
H  2.96578  1.24219  0.38352
H  4.14896  -0.59341  1.41892
H  4.54333  -2.71629  0.18208
H  3.57359  -3.06514  -1.92962
H  2.04070  -1.29613  -2.94143

=====

# C24H25Br2N5O2Ti

A structure of composition C24H25Br2N5O2Ti in a non-equilibrium geometry (ωB97M-V/def2-TZVPD, OMol25).

## Properties
* total charge: +2
* orbital gap: 6.41 eV
* ΔE to the lowest compared entry with this formula, charge and spin: 8.7 kcal per mole
* strongest force on any atom: 1.5 eV/Å
* E_tot: -7350.79591 a.u.
* E_HOMO: -14.04 eV

Geometry (Å):
Ti  -0.36118  -0.79199  -0.76782
C  -1.72978  -3.60331  2.02312
C  -0.51130  -3.11840  1.30805
C  0.51384  -2.45312  1.98349
C  1.63314  -1.98696  1.31002
C  1.76125  -2.17555  -0.06452
C  0.78232  -2.91687  -0.74487
C  -0.34885  -3.37014  -0.06016
H  -1.57052  -4.62284  2.38338
H  -2.59038  -3.62326  1.35574
H  -1.95980  -2.98325  2.88787
H  0.42409  -2.30351  3.05273
H  2.42949  -1.49433  1.85471
H  2.67403  -1.88420  -0.56863
H  0.97183  -3.26859  -1.74793
H  -1.07391  -3.99213  -0.56964
Br  1.01843  2.02676  -2.51560
C  -0.80438  2.08447  -2.04121
C  -1.59640  3.15986  -2.40649
C  -2.93528  3.14792  -2.05110
C  -3.44575  2.06133  -1.35126
C  -2.58970  1.03246  -1.03768
N  -1.27961  1.03737  -1.36317
C  -3.02162  -0.23684  -0.33869
O  -4.08731  -0.38608  0.16311
O  -2.03932  -1.14320  -0.38380
H  -1.16299  3.97596  -2.96646
H  -3.57655  3.97444  -2.32591
H  -4.48553  1.99542  -1.06122
C  2.15923  1.45284  4.41517
C  2.51799  2.69101  3.59708
C  3.78392  2.47533  2.77100
C  1.33730  3.16345  2.71072
N  0.76598  2.07581  1.92162
C  -0.25868  1.26211  2.24909
N  -0.35137  0.34789  1.32199
N  0.61937  0.63228  0.43816
N  1.28553  1.67295  0.77953
H  2.93607  1.26700  5.15491
H  2.09405  0.55758  3.78844
H  1.21646  1.57460  4.95480
H  2.68895  3.51709  4.29010
H  3.63531  1.72092  1.99657
H  4.59473  2.14122  3.41741
H  4.09909  3.40128  2.28909
H  1.67593  3.93557  2.02329
H  0.53310  3.55802  3.32899
H  -0.88951  1.35594  3.11749
Br  -0.57557  -2.31761  -7.26933
C  -0.52517  -1.81530  -5.45633
C  0.69610  -1.57322  -4.83773
C  0.72567  -1.22246  -3.50111
C  -0.45430  -1.11563  -2.74913
C  -1.67203  -1.35121  -3.40449
C  -1.71303  -1.69610  -4.74260
H  1.61441  -1.66494  -5.40191
H  1.69466  -1.03695  -3.04766
H  -2.61385  -1.27917  -2.87421
H  -2.65859  -1.87172  -5.23700